Density functional theory data (ωB97M-V/def2-TZVPD) for a 8-piece molecular cluster, C18H39ClN4O10 overall.

```
! RIJCOSX wB97M-V def2-TZVPD def2/J DEFGRID3
* xyz 0 1
N -1.075 1.814 0.253
H -1.097 1.496 1.212
H -1.542 2.708 0.193
H -1.609 1.097 -0.216
H -0.097 1.871 0.006
N 4.741 4.984 2.807
H 4.390 4.214 2.255
H 5.739 5.125 2.752
H 4.269 4.870 3.693
H 4.374 5.869 2.489
C 3.438 -4.410 6.063
C 4.328 -4.402 4.776
N 3.682 -5.080 3.647
C 2.727 -4.557 2.810
C 2.338 -5.496 1.876
N 3.213 -6.575 1.981
C 4.029 -6.316 3.094
C 3.245 -7.778 1.143
H 3.125 -5.383 6.441
H 2.506 -3.855 5.958
H 3.989 -3.919 6.865
H 5.285 -4.897 4.941
H 4.547 -3.393 4.429
H 2.281 -3.583 2.952
H 1.561 -5.469 1.125
H 4.805 -6.962 3.478
H 3.842 -7.636 0.243
H 2.225 -8.002 0.833
H 3.684 -8.617 1.684
C 6.507 -2.010 -1.646
C 5.996 -0.861 -0.895
C 4.638 -0.199 -1.438
O 4.078 0.740 -0.844
C 4.118 -0.740 -2.717
C 4.699 -1.764 -3.322
C 5.958 -2.428 -2.790
O 6.539 -3.458 -3.314
O 4.275 -1.937 -4.525
O 6.594 -0.355 0.020
H 7.378 -2.474 -1.205
H 3.259 -0.205 -3.093
Cl -0.782 0.697 5.386
C -4.856 -2.289 -1.376
C -3.969 -2.581 -2.625
O -2.593 -2.296 -2.381
O -4.815 -0.901 -1.131
H -4.400 -2.812 -0.536
H -5.804 -2.786 -1.584
H -4.229 -1.987 -3.501
H -4.160 -3.616 -2.908
H -2.182 -2.087 -3.222
H -5.646 -0.529 -1.435
C -4.883 5.872 2.599
C -6.374 6.023 2.400
O -6.669 7.360 2.072
O -4.077 5.883 1.410
H -4.691 4.959 3.162
H -4.618 6.745 3.195
H -6.949 5.762 3.289
H -6.601 5.343 1.579
H -7.220 7.346 1.286
H -4.382 6.639 0.903
C -5.062 5.289 -6.353
C -4.666 4.322 -5.245
O -3.307 4.149 -5.151
O -4.944 4.708 -7.577
H -4.439 6.183 -6.372
H -6.075 5.669 -6.221
H -5.211 3.384 -5.352
H -5.080 4.716 -4.316
H -3.175 3.423 -5.765
H -5.119 5.378 -8.241
*
```

Computed properties:
total energy: -2140.40165 Ha



Density functional theory data (ωB97M-V/def2-TZVPD) for a 3-piece molecular cluster, C18H39ClNO5S overall.

```
! RIJCOSX wB97M-V def2-TZVPD def2/J DEFGRID3
* xyz 1 1
O -6.462 -0.299 4.394
S -5.236 -0.228 3.678
O -4.290 0.805 3.950
Cl -5.762 -0.050 1.692
C -4.435 -1.843 3.710
C -2.956 -1.810 4.119
C -1.987 -1.890 2.937
C -2.166 -0.714 1.967
C -0.948 -0.454 1.068
C -0.812 1.047 0.737
N -1.032 1.149 -0.707
C -1.267 0.033 -1.292
C -1.603 -0.096 -2.728
C -3.132 -0.246 -2.898
O -3.372 -1.589 -3.266
C -1.143 -1.096 -0.342
H -5.033 -2.400 4.429
H -4.566 -2.276 2.720
H -2.791 -2.671 4.766
H -2.733 -0.911 4.693
H -2.139 -2.842 2.419
H -0.969 -1.865 3.331
H -3.037 -0.896 1.334
H -2.363 0.174 2.570
H -0.027 -0.893 1.446
H -1.622 1.608 1.212
H 0.090 1.565 1.061
H -0.985 2.043 -1.195
H -1.243 0.773 -3.281
H -1.130 -0.989 -3.135
H -3.647 -0.020 -1.956
H -3.491 0.460 -3.648
H -4.310 -1.777 -3.198
H -1.993 -1.778 -0.426
H -0.272 -1.685 -0.649
C 2.743 -3.587 -1.288
C 3.132 -2.121 -1.206
O 3.219 -1.614 0.114
C 4.181 -2.239 0.958
C 5.606 -2.144 0.447
H 1.802 -3.770 -0.765
H 2.625 -3.883 -2.331
H 3.499 -4.235 -0.846
H 2.361 -1.508 -1.682
H 4.057 -1.946 -1.765
H 3.908 -3.283 1.140
H 4.093 -1.717 1.910
H 5.743 -2.674 -0.496
H 6.286 -2.588 1.174
H 5.893 -1.102 0.296
C 3.143 2.555 -1.482
C 1.944 2.885 -2.351
O 0.847 3.453 -1.641
C 1.107 4.689 -0.974
C 1.550 5.806 -1.898
H 2.865 1.876 -0.674
H 3.912 2.073 -2.086
H 3.584 3.447 -1.037
H 1.548 1.969 -2.795
H 2.235 3.535 -3.181
H 1.836 4.539 -0.173
H 0.161 4.955 -0.500
H 2.506 5.591 -2.376
H 1.669 6.726 -1.325
H 0.809 5.979 -2.679
*
```

Computed properties:
total energy: -1998.31324 Ha



Density functional theory data (ωB97M-V/def2-TZVPD) for C18H39CuN3O3Si4 as an isolated structure.

```
! RIJCOSX wB97M-V def2-TZVPD def2/J DEFGRID3
* xyz -1 1
Cu -0.074 -0.136 -0.151
N -1.429 -0.558 1.834
C -2.824 -0.965 1.691
C -3.535 -0.054 0.691
C -3.147 -0.311 -0.775
O -4.031 -0.721 -1.532
O -1.934 -0.101 -1.094
H -0.900 -1.149 2.464
H -1.373 0.387 2.195
H -3.370 -0.939 2.647
H -2.843 -1.999 1.335
H -3.295 0.984 0.948
H -4.613 -0.186 0.783
N 3.759 -0.845 -6.145
C 2.637 -0.082 -5.974
O 2.242 0.690 -6.825
C 1.908 -0.271 -4.668
C 0.974 0.683 -4.293
C 0.344 0.548 -3.066
N 0.601 -0.452 -2.228
C 1.466 -1.388 -2.608
C 2.142 -1.344 -3.816
H 4.324 -0.597 -6.940
H 4.239 -1.208 -5.340
H 0.759 1.517 -4.945
H -0.405 1.255 -2.729
H 1.631 -2.200 -1.913
H 2.822 -2.148 -4.065
C 4.836 -0.442 2.630
Si 3.217 -0.962 1.805
C 2.327 -2.084 3.040
C 3.704 -2.124 0.392
Si 1.797 0.726 1.040
Si 1.402 2.039 2.941
C 0.610 1.123 4.399
C 2.871 2.903 3.761
C 0.196 3.422 2.478
Si 3.193 2.110 -0.234
C 3.937 1.144 -1.679
C 2.157 3.491 -1.006
C 4.685 2.976 0.540
H 5.411 -1.326 2.923
H 4.655 0.155 3.522
H 5.451 0.154 1.957
H 2.938 -2.959 3.279
H 1.384 -2.438 2.621
H 2.103 -1.567 3.971
H 4.386 -2.903 0.748
H 4.187 -1.594 -0.426
H 2.815 -2.611 -0.007
H 1.276 0.363 4.804
H -0.337 0.642 4.168
H 0.428 1.858 5.190
H 3.591 2.182 4.148
H 2.506 3.499 4.604
H 3.404 3.568 3.084
H -0.620 3.047 1.860
H 0.701 4.198 1.900
H -0.231 3.889 3.370
H 3.173 0.599 -2.228
H 4.678 0.424 -1.332
H 4.432 1.832 -2.371
H 1.187 3.113 -1.332
H 2.666 3.930 -1.868
H 1.969 4.289 -0.285
H 5.382 2.269 0.989
H 4.410 3.700 1.307
H 5.212 3.517 -0.252
*
```

Computed properties:
relative energy (zero: lowest compared OMol25 entry of this formula, charge and spin): 0.0 kcal/mol



Density functional theory data (ωB97M-V/def2-TZVPD) for a 6-piece molecular cluster, C18H39F2NO13 overall.

```
! RIJCOSX wB97M-V def2-TZVPD def2/J DEFGRID3
* xyz 0 1
N 0.293 0.152 -0.114
H -0.246 0.465 0.547
H 1.164 0.221 0.284
H 0.213 0.774 -0.807
H 0.066 -0.662 -0.416
O -2.429 -0.788 -0.111
H -2.676 -1.600 0.183
C -3.543 -1.855 3.219
C -2.637 -0.600 3.362
O -1.952 -1.059 4.558
C -2.375 -2.136 5.080
O -2.105 -2.625 6.155
O -3.341 -2.682 4.354
F -3.503 0.378 3.711
H -3.248 -2.341 2.328
H -4.586 -1.537 3.214
H -2.041 -0.316 2.413
C -2.046 -0.512 -3.571
C -2.529 0.829 -3.058
O -3.822 0.810 -3.678
C -4.030 -0.329 -4.430
O -5.070 -0.504 -5.010
O -2.963 -1.012 -4.453
F -1.630 1.647 -3.720
H -2.139 -1.236 -2.614
H -1.049 -0.470 -3.889
H -2.506 0.925 -2.048
C -0.798 4.350 -0.495
O 0.103 3.436 -0.905
C 0.864 3.711 -2.106
C 2.135 2.773 -2.205
O 1.930 1.574 -2.197
C 1.768 1.005 -3.474
C 1.821 -0.628 -3.498
O 0.740 -1.095 -2.700
C 0.504 -2.466 -2.770
H -1.224 4.747 -1.252
H -0.471 5.287 -0.198
H -1.512 3.791 0.018
H 1.127 4.901 -2.091
H 0.528 3.431 -3.069
H 2.712 2.885 -1.300
H 2.792 3.304 -2.979
H 2.726 1.274 -4.176
H 0.844 1.427 -3.943
H 2.732 -1.010 -3.159
H 2.222 -0.926 -4.475
H 0.007 -2.748 -2.044
H 1.361 -3.232 -2.642
H 0.405 -2.873 -3.931
C 1.682 2.830 2.294
O 1.576 1.412 2.221
C 1.257 0.992 3.602
C 1.394 -0.492 3.566
O 0.508 -0.955 2.726
C 0.439 -2.348 2.826
C 1.461 -3.034 2.135
O 1.788 -2.395 0.926
C 2.948 -2.753 0.222
H 0.817 3.325 2.503
H 2.051 3.291 1.356
H 2.397 3.112 3.041
H 0.317 1.318 3.842
H 1.976 1.296 4.189
H 1.122 -0.805 4.611
H 2.516 -0.749 3.403
H -0.359 -2.525 2.197
H 0.221 -2.751 3.650
H 1.302 -4.147 1.855
H 2.538 -3.084 2.756
H 3.909 -2.488 0.797
H 2.859 -2.108 -0.830
H 2.730 -3.762 0.181
*
```

Computed properties:
relative energy (zero: lowest compared OMol25 entry of this formula, charge and spin): 59.8 kcal/mol



Density functional theory data (ωB97M-V/def2-TZVPD) for C18H39N7NaO10P3S4 as an isolated structure.

```
! RIJCOSX wB97M-V def2-TZVPD def2/J DEFGRID3
* xyz -2 1
Na 0.494 -0.213 1.731
S 3.127 1.122 1.931
S 4.640 0.828 0.879
S 5.088 -1.209 0.367
S 4.209 -1.395 -1.348
C -2.942 2.397 3.365
C -2.888 0.896 3.313
O -4.078 0.419 3.810
P -2.506 0.200 1.624
O -2.534 -1.319 1.856
O -3.837 0.752 0.848
O -1.306 0.877 1.030
P -1.467 0.187 4.307
O -1.706 0.834 5.753
O -1.865 -1.377 4.513
O -0.047 0.365 3.891
H -3.558 2.817 2.561
H -1.931 2.792 3.314
H -3.387 2.720 4.306
H -4.095 -0.542 3.665
H -2.082 -1.689 3.550
H -3.630 0.995 -0.058
H -0.826 0.955 6.195
C 0.047 -1.360 -2.124
N -0.435 -2.158 -3.263
C -1.728 -2.816 -2.947
N -1.635 -3.618 -1.765
C -1.189 -2.777 -0.681
N 0.139 -2.215 -0.948
C 1.079 -3.286 -1.205
N 0.694 -4.145 -2.376
C 0.506 -3.197 -3.521
C -0.636 -4.682 -2.039
H -0.668 -0.564 -1.934
H 1.049 -0.975 -2.359
H -2.081 -3.403 -3.804
H -2.399 -1.984 -2.805
H -1.154 -3.371 0.235
H -1.963 -2.026 -0.471
H 1.116 -3.937 -0.319
H 2.083 -2.844 -1.404
H 0.217 -3.741 -4.418
H 1.484 -2.672 -3.735
H -0.539 -5.340 -1.155
H -0.988 -5.257 -2.890
N -0.667 -5.004 4.366
C 0.291 -4.062 4.149
C 0.227 -3.349 2.933
N 1.000 -2.283 2.735
C 1.865 -1.948 3.710
C 1.939 -2.706 4.877
N 1.178 -3.779 5.091
H -0.926 -5.578 3.594
H -0.659 -5.418 5.277
H -0.508 -3.544 2.147
H 2.439 -1.047 3.532
H 2.601 -2.507 5.701
C 0.885 1.949 -5.488
C 1.590 3.230 -5.056
O 1.008 3.724 -3.825
P 1.194 3.017 -2.391
O 0.183 3.960 -1.586
C -1.267 3.882 -1.482
C -1.929 4.982 -2.274
O 2.626 3.738 -1.999
C 2.832 4.071 -0.611
C 3.914 5.130 -0.428
H 1.218 1.745 -6.510
H -0.220 2.024 -5.478
H 1.088 1.057 -4.869
H 1.371 4.040 -5.732
H 2.642 3.104 -4.944
H -1.486 3.991 -0.438
H -1.582 2.896 -1.761
H -1.373 5.924 -2.124
H -2.980 5.161 -1.987
H -1.871 4.755 -3.363
H 3.044 3.161 -0.005
H 1.915 4.439 -0.164
H 4.921 4.674 -0.290
H 3.722 5.708 0.495
H 3.900 5.820 -1.278
*
```

Computed properties:
total energy: -4624.44908 Ha



Density functional theory data (ωB97M-V/def2-TZVPD) for a 4-piece molecular cluster, C18H39NO6S3 overall.

```
! RIJCOSX wB97M-V def2-TZVPD def2/J DEFGRID3
* xyz 0 1
C 0.747 2.214 1.227
C 1.176 0.738 1.219
N 1.927 0.432 0.097
C 1.082 0.107 -1.040
C 1.664 0.574 -2.346
C 3.157 -0.416 0.234
C 4.404 0.392 0.207
H 1.572 2.705 1.744
H 0.004 2.434 1.993
H 0.591 2.698 0.263
H 1.952 0.715 1.984
H 0.401 0.000 1.429
H 0.949 -0.974 -1.002
H 0.031 0.390 -1.094
H 1.108 0.194 -3.204
H 1.859 1.645 -2.396
H 2.570 0.050 -2.654
H 3.314 -1.120 -0.584
H 3.089 -0.973 1.168
H 5.199 -0.322 -0.009
H 4.557 0.817 1.199
H 4.359 1.271 -0.436
C -2.385 1.002 4.858
C -1.095 1.598 5.456
C -0.133 0.447 5.642
S -1.176 -0.875 6.364
O -1.223 -0.597 7.780
O -1.000 -2.241 5.794
C -2.829 -0.216 5.610
H -2.385 0.789 3.789
H -3.171 1.755 4.906
H -1.171 2.062 6.440
H -0.705 2.375 4.798
H 0.723 0.524 6.312
H 0.115 0.055 4.656
H -3.609 -0.092 6.361
H -3.126 -0.898 4.812
C -3.812 -0.514 1.841
C -4.916 -1.435 1.256
C -5.373 -0.909 -0.204
S -3.999 0.298 -0.696
O -4.196 1.755 -0.530
O -3.702 -0.146 -2.053
C -2.904 -0.342 0.694
H -3.266 -0.994 2.653
H -4.230 0.377 2.309
H -5.782 -1.351 1.914
H -4.587 -2.456 1.450
H -6.404 -0.562 -0.275
H -5.333 -1.793 -0.840
H -2.000 0.253 0.558
H -2.702 -1.385 0.450
C 3.298 -1.817 -5.866
C 4.047 -0.462 -5.753
C 3.098 0.669 -6.109
S 1.415 0.007 -6.553
O 1.433 -0.178 -7.967
O 0.291 0.658 -5.844
C 1.756 -1.631 -5.771
H 3.541 -2.678 -5.243
H 3.456 -2.160 -6.888
H 4.917 -0.419 -6.408
H 4.453 -0.522 -4.744
H 3.423 1.368 -6.880
H 2.899 1.156 -5.155
H 1.140 -2.414 -6.213
H 1.497 -1.630 -4.712
*
```

Computed properties:
relative energy (zero: lowest compared OMol25 entry of this formula, charge and spin): 0.0 kcal/mol



Density functional theory data (ωB97M-V/def2-TZVPD) for C18H40BeOP2Si as an isolated structure.

```
! RIJCOSX wB97M-V def2-TZVPD def2/J DEFGRID3
* xyz 0 1
P 1.350 -1.039 -1.156
P 1.876 1.779 -0.394
C 1.712 0.171 -2.547
C 2.534 1.339 -2.079
H 0.734 0.530 -2.884
H 2.165 -0.402 -3.359
H 3.589 1.068 -1.983
H 2.474 2.171 -2.792
C 0.344 2.797 -0.703
H -0.114 3.027 0.278
H -0.425 2.272 -1.309
H 0.579 3.762 -1.211
C 3.110 2.920 0.275
H 3.141 3.793 -0.408
H 4.080 2.405 0.261
H 2.936 3.247 1.306
C -0.035 -1.644 -2.202
H -0.484 -2.562 -1.814
H 0.371 -1.854 -3.208
H -0.808 -0.863 -2.291
C 2.420 -2.500 -1.473
H 3.461 -2.182 -1.601
H 2.076 -3.032 -2.369
H 2.353 -3.173 -0.606
Be 1.708 -0.001 0.525
C -2.903 0.651 -1.371
C -3.201 0.382 -2.658
C -4.152 -0.651 -3.207
C -4.437 -1.836 -2.273
C -3.256 -2.630 -1.806
C -2.536 -2.419 -0.693
C -2.579 -1.275 0.285
C -3.422 -0.058 -0.139
C 3.333 -0.689 0.885
H -2.384 1.581 -1.105
H -2.753 0.996 -3.457
H -3.759 -1.012 -4.173
H -5.118 -0.181 -3.445
H -4.968 -1.486 -1.390
H -5.110 -2.524 -2.799
H -2.952 -3.416 -2.512
H -1.793 -3.167 -0.405
H -1.530 -0.967 0.459
H -2.928 -1.631 1.273
H -4.489 -0.327 -0.219
H -3.319 0.679 0.683
H 4.130 -0.721 0.115
H 3.184 -1.719 1.256
H 3.747 -0.119 1.733
C 2.387 0.350 4.622
Si 0.890 0.629 3.496
C -0.485 -0.466 4.188
C 0.661 2.414 4.094
O 1.035 0.396 1.906
H 2.025 0.585 5.636
H 3.216 1.039 4.406
H 2.768 -0.678 4.628
H -0.679 -0.257 5.251
H -1.431 -0.314 3.643
H -0.221 -1.532 4.102
H 1.550 3.026 3.868
H -0.222 2.910 3.677
H 0.554 2.403 5.192
*
```

Computed properties:
relative energy (zero: lowest compared OMol25 entry of this formula, charge and spin): 5.0 kcal/mol



What is the formula in the seventh record?
C18H40BeOP2Si